# 1
Entry from OMol25: a single C21H29N3O4S2 molecule (ωB97M-V/def2-TZVPD).

```
59
Properties=species:S:1:pos:R:3:forces:R:3:nbo_charge:R:1
C 6.86062 1.30074 0.72835 -0.3 0.1 0.0 -0.61
C 5.56763 1.78127 0.07312 0.0 -0.1 -0.1 -0.22
C 5.87991 2.58377 -1.18769 -0.1 -0.1 0.3 -0.60
C 4.65482 0.60366 -0.28281 0.1 0.4 -0.4 -0.23
N 4.08531 -0.01570 0.89748 -0.5 -0.6 0.1 -0.86
S 2.96552 -1.21441 0.58148 0.4 0.4 0.2 2.31
O 3.32029 -1.95834 -0.59460 -0.2 0.2 -0.1 -0.94
O 2.77595 -1.92514 1.81101 -0.1 0.1 0.2 -0.94
C 1.53037 -0.20629 0.23071 0.5 -0.2 -0.1 -0.33
C 0.87792 0.39688 1.28943 -0.2 0.1 0.1 -0.18
C -0.22038 1.20006 1.03149 0.2 -0.1 0.2 -0.17
C -0.62470 1.38369 -0.27773 -0.4 0.2 -0.3 -0.30
S -2.08666 2.37912 -0.58528 -0.2 -0.3 0.1 2.34
O -2.29341 2.44590 -2.00480 0.1 -0.3 0.1 -0.94
O -2.01034 3.60431 0.15246 0.0 -0.1 0.3 -0.93
N -3.21230 1.42145 0.15731 0.6 0.7 -0.4 -0.70
C -4.32885 1.97320 0.88698 -0.2 0.4 0.4 -0.22
C -4.76230 0.94022 1.92607 -0.1 0.0 -0.3 -0.41
C -5.01494 -0.40450 1.24205 0.0 0.1 0.3 -0.22
N -3.81074 -0.79971 0.53738 -0.1 0.0 0.0 -0.44
C -3.81570 -2.15583 0.01583 0.0 0.1 0.0 -0.24
C -2.40747 -2.54939 -0.34568 0.0 -0.1 -0.1 -0.05
C -1.42803 -2.54341 0.64111 0.0 0.0 0.0 -0.15
C -0.12125 -2.87742 0.33842 -0.1 -0.1 0.1 -0.24
C 0.22532 -3.21144 -0.96179 0.0 -0.1 -0.1 -0.22
C -0.74214 -3.21212 -1.95089 0.1 -0.1 -0.1 -0.21
C -2.05288 -2.88328 -1.64409 -0.1 0.0 0.1 -0.22
C -3.50267 0.17230 -0.48377 0.2 -0.4 -0.4 -0.06
C 0.03120 0.78377 -1.33556 -0.1 0.1 -0.1 -0.21
C 1.12712 -0.02550 -1.07745 0.1 0.0 0.0 -0.13
H 7.39568 0.62796 0.06137 0.1 -0.1 -0.1 0.21
H 7.50553 2.14770 0.95001 0.1 0.0 0.1 0.22
H 6.65997 0.77876 1.66089 0.1 -0.1 0.2 0.20
H 5.02739 2.41981 0.77907 0.0 0.0 0.0 0.20
H 4.96714 2.96592 -1.63785 -0.1 0.1 -0.1 0.21
H 6.52425 3.42629 -0.94962 0.1 0.1 0.0 0.21
H 6.38848 1.95801 -1.91760 0.1 -0.1 -0.1 0.20
H 5.20143 -0.13073 -0.88920 0.0 0.1 0.0 0.19
H 3.80490 0.95967 -0.87124 0.1 0.1 -0.1 0.20
H 4.78030 -0.35126 1.54832 0.0 -0.2 0.2 0.40
H 1.23304 0.21305 2.29052 0.0 0.1 0.2 0.24
H -0.76799 1.69144 1.81906 0.0 0.0 0.2 0.24
H -3.98873 2.90149 1.34541 -0.2 0.0 0.0 0.24
H -5.16459 2.19708 0.20629 0.1 0.0 0.1 0.18
H -3.96279 0.81364 2.65542 0.0 0.0 0.1 0.21
H -5.66370 1.27844 2.43726 0.0 0.0 0.0 0.22
H -5.24690 -1.16586 1.99005 0.0 0.0 -0.1 0.21
H -5.87790 -0.31655 0.55605 0.0 0.0 0.0 0.16
H -4.18579 -2.81238 0.80852 -0.1 0.0 -0.1 0.21
H -4.48273 -2.26182 -0.85740 0.0 -0.1 0.1 0.17
H -1.70436 -2.27159 1.64837 0.0 0.1 0.2 0.21
H 0.63412 -2.88010 1.10949 0.0 0.0 0.1 0.23
H 1.25008 -3.45780 -1.19365 0.1 0.0 -0.1 0.23
H -0.47928 -3.47075 -2.96623 0.0 0.0 -0.1 0.21
H -2.80532 -2.88814 -2.42058 -0.1 0.0 -0.1 0.21
H -2.61207 -0.14107 -1.03181 -0.1 -0.2 -0.1 0.23
H -4.34251 0.29033 -1.20809 0.2 0.0 0.1 0.16
H -0.32658 0.96239 -2.33755 0.0 -0.1 -0.1 0.25
H 1.66343 -0.53098 -1.86487 0.0 0.0 -0.1 0.24
```
Forces are in eV/Å.

frontier orbital gap = 0.3318 hartree
energy = -56578.0106 eV
relative energy (zero: lowest compared OMol25 entry of this formula, charge and spin) = 44.6 kcal/mol

# 2
Entry from OMol25: a molecular structure, C23H43AsFeN6O2S4SbSi3 (ωB97M-V/def2-TZVPD).

```
84
Properties=species:S:1:pos:R:3:forces:R:3:lowdin_charge:R:1
Fe 1.79670 0.55486 -0.29163 0.0 3.1 0.9 -0.36
O 1.60540 2.82846 6.23227 0.1 0.3 0.1 -0.07
C 1.40000 1.48046 5.85327 -0.2 -0.4 0.2 -0.22
C 1.58750 1.27736 4.37657 -0.1 -1.4 0.1 -0.19
C 1.57990 -0.03994 3.87267 0.0 1.5 0.5 -0.01
C 1.73360 -0.22254 2.52327 0.1 -0.7 -0.1 -0.23
N 1.85470 0.75816 1.63277 0.0 1.9 1.1 -0.01
C 1.88820 2.05746 2.10857 -0.3 -3.0 1.8 -0.17
C 1.75010 2.30556 3.49197 0.2 0.6 -1.2 0.05
C 2.02910 3.07936 1.13807 0.4 1.8 -2.7 -0.20
C 2.31170 4.43466 1.41777 -0.3 -1.2 0.4 0.04
C 2.45160 5.34346 0.40077 -0.1 0.2 -1.3 -0.21
C 2.82510 6.76506 0.70937 -0.2 0.2 0.2 -0.23
O 4.19840 6.89256 1.05677 0.2 -0.1 0.1 -0.07
C 2.30260 4.89886 -0.92933 0.0 0.1 1.1 0.01
C 2.03960 3.55946 -1.13603 0.0 0.2 -0.6 -0.14
N 1.91920 2.67806 -0.16703 0.0 -0.5 2.0 -0.02
H 1.53170 2.88646 7.18977 0.0 0.0 -0.1 0.08
H 0.37630 1.16436 6.12057 0.2 0.0 -0.1 0.13
H 2.10110 0.81906 6.38687 -0.1 0.1 -0.1 0.13
H 1.46620 -0.89294 4.52197 0.0 -0.1 0.1 0.12
H 1.74560 -1.22904 2.12437 0.1 0.1 -0.2 0.00
H 1.75350 3.32266 3.84887 0.0 0.1 0.1 0.10
H 2.44390 4.74266 2.44527 0.0 0.1 0.1 0.12
H 2.21640 7.14286 1.54747 0.0 -0.1 -0.2 0.12
H 2.66290 7.41076 -0.15923 -0.1 -0.1 0.1 0.11
H 4.47390 6.03656 1.40827 0.1 0.1 -0.1 0.09
H 2.40860 5.57826 -1.76103 0.0 0.1 -0.1 0.10
H 1.92920 3.16236 -2.13793 0.0 0.0 0.0 0.11
S 4.76950 -1.45384 2.08627 -0.1 0.0 0.5 -0.46
Sb 4.14480 -1.23404 -0.13113 0.8 -1.2 -0.5 0.08
S 4.34960 1.08926 -0.60793 -0.7 0.1 0.1 -0.19
S 1.68720 -1.68264 -0.26083 0.4 -0.8 0.1 -0.04
C -2.67210 0.00386 -3.26733 0.1 -0.1 0.7 -0.24
Si -3.29030 -0.36534 -1.47743 -1.0 0.8 -0.9 0.30
C -4.15340 1.24016 -0.84683 0.5 -0.5 0.0 -0.24
C -4.73790 -1.61564 -1.72063 0.7 0.2 0.3 -0.22
As -1.27990 -0.89754 -0.35113 -0.7 -0.8 0.0 0.41
Si -1.26500 -3.72944 -1.30593 0.8 -0.8 -0.6 0.53
C -0.10550 -4.91064 -0.31863 -0.4 0.5 0.0 -0.26
C -0.18550 -3.29784 -2.83903 -0.4 0.1 0.4 -0.28
C -2.64950 -4.91384 -2.00403 0.2 0.6 0.4 -0.27
Si -2.08610 -1.30194 1.81987 -0.7 -0.5 1.2 0.32
C -2.18010 0.19116 3.03617 0.2 -0.3 -0.7 -0.22
C -3.87870 -2.00614 1.73967 0.6 0.3 -0.1 -0.24
C -1.07360 -2.68054 2.68767 -0.1 0.5 -0.4 -0.22
H -3.37110 0.55436 -3.89413 -0.2 0.1 0.1 0.01
H -2.42320 -0.92584 -3.77563 0.0 -0.2 -0.1 0.00
H -1.75500 0.58616 -3.19023 0.1 0.1 0.0 0.00
H -4.97430 1.57486 -1.47783 -0.1 -0.1 -0.2 0.01
H -3.41270 2.03226 -0.79443 0.1 0.1 0.0 -0.02
H -4.54030 1.09126 0.15847 -0.1 0.0 0.2 0.00
H -5.45020 -1.25914 -2.45683 -0.1 0.3 -0.3 0.01
H -5.27770 -1.77924 -0.79753 -0.1 -0.1 0.3 -0.01
H -4.36040 -2.57374 -2.05243 0.1 -0.3 -0.1 -0.01
H 0.74720 -4.33864 0.03197 0.2 0.1 0.1 -0.03
H 0.27030 -5.71164 -0.95363 0.0 -0.1 -0.3 0.01
H -0.58350 -5.36654 0.54307 -0.2 -0.1 0.2 0.00
H 0.71610 -2.82764 -2.45743 0.2 0.1 0.1 -0.07
H -0.67190 -2.58534 -3.50083 -0.2 0.1 -0.2 -0.01
H 0.10580 -4.17024 -3.42353 -0.1 -0.3 0.0 0.01
H -3.42500 -5.08654 -1.26563 -0.2 -0.1 0.2 -0.01
H -2.24240 -5.87984 -2.28613 0.3 -0.2 -0.1 0.00
H -3.12100 -4.48434 -2.88093 -0.1 0.2 -0.2 -0.01
H -2.89600 0.93136 2.68607 -0.1 0.1 -0.1 0.01
H -1.21190 0.68226 3.10417 0.1 0.1 0.0 -0.01
H -2.47430 -0.11454 4.04087 -0.1 -0.3 0.0 0.01
H -4.58960 -1.23944 1.44847 -0.2 0.2 -0.1 0.00
H -4.20520 -2.42514 2.68657 0.0 -0.1 0.3 0.01
H -3.90980 -2.79124 0.99027 0.0 -0.2 -0.2 0.00
H -0.02030 -2.57764 2.44437 0.2 0.0 -0.1 0.00
H -1.38980 -3.65644 2.33177 -0.1 -0.2 -0.1 0.01
H -1.16450 -2.66194 3.77187 -0.2 0.1 0.2 0.01
N 1.69190 -0.83004 -6.54513 0.3 0.1 0.5 0.12
C 1.97290 -0.72674 -5.18423 0.3 -0.2 0.5 -0.47
N 2.82770 -1.67334 -4.65493 -0.8 0.6 -0.4 0.18
N 1.44890 0.25496 -4.51403 -0.2 -0.3 -2.7 0.12
C 1.56420 0.37426 -3.23583 0.4 0.4 3.6 -0.26
N 1.65160 0.55896 -2.08753 -0.3 -0.6 -3.7 0.01
H 2.48350 -1.12324 -7.10333 -0.1 0.0 0.1 0.09
H 1.26110 0.01476 -6.89523 0.0 -0.1 0.1 0.09
H 2.78270 -2.59804 -5.05753 0.0 0.1 0.0 0.10
H 2.83930 -1.67784 -3.64183 0.2 -0.1 0.2 0.09
S -0.66920 1.19816 -0.17513 0.5 0.2 0.0 0.10
```
Forces are in eV/Å.

frontier orbital gap (alpha / beta) = 0.1404 / 0.1417 hartree
⟨S²⟩ = 1.015
2S+1 = 2
energy = -206326.2632 eV
total charge = -2

# 3
Entry from OMol25: a molecular structure, C9H22BO3Rb (ωB97M-V/def2-TZVPD).

```
36
Properties=species:S:1:pos:R:3:forces:R:3:nbo_charge:R:1
Rb -3.13276 -17.39562 13.87760 0.0 -0.3 -0.2 0.97
B -3.98055 -19.93444 12.03502 0.0 -0.1 0.3 -0.73
H -3.23097 -20.53040 12.79434 0.1 -0.1 0.2 -0.05
H -3.32769 -19.13538 11.39548 0.3 0.3 -0.3 -0.09
H -4.59667 -20.70696 11.33838 0.1 -0.1 -0.2 -0.02
H -4.78701 -19.31111 12.70120 -0.3 0.3 0.3 -0.09
C -1.83598 -16.10220 18.19650 0.1 -0.1 0.2 -0.73
C -2.93601 -15.49172 17.37940 -0.1 -0.1 -0.1 0.62
O -2.95786 -15.59949 16.17077 -0.1 -0.1 0.0 -0.59
C -4.01890 -14.73175 18.10447 0.3 0.6 -0.3 -0.72
H -1.33518 -15.33220 18.78791 0.0 0.0 0.0 0.23
H -1.10812 -16.60958 17.56827 -0.1 0.0 -0.1 0.25
H -2.25444 -16.82000 18.90759 0.0 0.1 0.0 0.24
H -3.57705 -14.10372 18.88110 -0.1 -0.2 0.2 0.23
H -4.76676 -15.39295 18.53609 0.1 -0.1 0.1 0.24
H -4.48854 -14.06207 17.38491 -0.2 -0.2 0.0 0.24
C 2.04576 -18.02460 14.79411 0.0 0.6 0.4 -0.73
C 0.76402 -17.72778 14.05596 0.1 0.0 -0.4 0.62
O -0.29509 -17.68700 14.63727 -0.2 0.0 0.2 -0.59
C 0.84730 -17.46874 12.56339 0.2 -0.3 0.3 -0.73
H 2.06350 -17.42488 15.70868 -0.1 0.0 -0.1 0.24
H 2.91543 -17.76086 14.19858 0.1 -0.2 0.0 0.22
H 2.07413 -19.06290 15.12146 0.0 -0.1 -0.2 0.25
H 0.86621 -16.39042 12.39445 -0.1 0.0 0.0 0.25
H -0.02287 -17.90447 12.07387 0.0 0.1 0.0 0.25
H 1.76090 -17.89946 12.15610 0.0 0.0 -0.1 0.22
C -3.05199 -16.57131 9.88090 -0.2 -0.2 -0.1 -0.73
C -1.95230 -15.87000 10.60947 0.1 -0.1 0.0 0.62
O -1.93944 -15.75970 11.82044 0.0 0.0 -0.1 -0.60
C -0.81430 -15.33175 9.77749 0.0 0.5 0.2 -0.73
H -3.58694 -15.91094 9.19494 0.1 0.2 0.1 0.23
H -3.75588 -17.03211 10.56790 0.0 0.0 0.0 0.26
H -2.61111 -17.35854 9.26348 0.0 0.0 0.0 0.25
H -0.16818 -16.12797 9.40970 -0.1 -0.1 0.0 0.24
H -0.22346 -14.64892 10.38859 0.0 -0.1 0.0 0.23
H -1.20733 -14.77782 8.92347 0.0 -0.1 -0.1 0.23
```
Forces are in eV/Å.

frontier orbital gap = 0.2981 hartree
energy = -17163.4139 eV
relative energy (zero: lowest compared OMol25 entry of this formula, charge and spin) = 0.0 kcal/mol

# 4
Entry from OMol25: a molecular structure, C39H49GeN6RuSSi3 (ωB97M-V/def2-TZVPD).

```
100
Properties=species:S:1:pos:R:3:forces:R:3:lowdin_charge:R:1
Ru 0.49622 -0.42828 0.17851 0.5 -2.7 -0.3 0.98
C 4.15064 -1.20025 2.72067 0.0 0.0 -0.1 -0.01
C 3.14063 -1.35357 1.76333 -0.1 -0.1 0.0 -0.10
N 2.02144 -0.65805 1.78641 0.2 0.3 0.4 0.02
C 1.83246 0.22405 2.79546 -0.1 0.0 -0.1 -0.17
C 2.76991 0.42891 3.80852 0.1 0.1 0.1 -0.13
C 3.96830 -0.30388 3.73798 0.0 0.0 0.1 0.02
C 2.47619 1.35221 4.86975 0.1 -0.1 -0.1 0.00
C 1.28584 1.97988 4.92146 -0.1 0.0 0.0 0.00
C 0.28827 1.75541 3.91070 0.0 0.0 0.1 -0.14
C -1.01058 2.28934 3.99951 0.0 0.0 0.0 0.02
C -1.92397 1.99221 3.02989 -0.1 -0.1 0.0 -0.04
C -1.52376 1.22282 1.93043 -0.1 -0.2 0.0 -0.16
N -0.31492 0.71005 1.81049 0.5 0.9 0.1 -0.05
C 0.58132 0.93640 2.82148 0.0 -0.2 0.0 -0.18
H 5.05470 -1.78635 2.63988 0.0 0.0 0.0 0.12
H 3.24705 -2.06244 0.95213 0.0 0.0 0.0 0.12
H 4.73009 -0.15803 4.49370 0.0 0.0 0.0 0.13
H 3.21945 1.51362 5.63985 0.0 0.0 0.0 0.12
H 1.05564 2.66340 5.72850 0.0 0.0 0.0 0.12
H -1.27594 2.91571 4.84221 0.0 0.0 0.0 0.13
H -2.93924 2.35893 3.07510 0.0 0.0 0.0 0.13
H -2.21002 0.99906 1.12934 0.0 0.1 -0.1 0.06
N -2.12823 -4.07987 1.58900 -0.1 0.0 0.1 0.13
C -2.21147 -4.34488 2.97405 0.0 0.0 -0.1 -0.24
C -2.75415 -5.53584 3.42268 0.0 0.0 0.0 -0.01
C -2.84344 -5.78903 4.78516 0.0 0.0 0.0 -0.07
C -2.37205 -4.85881 5.69599 0.0 0.0 0.0 -0.07
C -1.81079 -3.67247 5.24005 0.0 0.0 0.0 -0.10
C -1.74321 -3.41207 3.88234 0.1 0.0 0.0 -0.45
S -1.08937 -1.87227 3.32180 0.0 0.3 -0.1 1.02
N -0.82568 -2.11151 1.65385 0.2 0.1 -0.2 -0.26
C -1.34022 -3.10892 1.03842 0.0 -0.1 -0.2 -0.35
C -1.05487 -3.23619 -0.42205 -0.1 0.1 0.3 -0.19
C -1.46788 -4.32939 -1.16885 0.0 0.0 -0.1 0.00
C -1.13578 -4.40525 -2.51268 0.0 -0.1 0.0 -0.03
C -0.39631 -3.38272 -3.06564 0.0 0.0 0.0 -0.03
C -0.02995 -2.32070 -2.25530 0.0 -0.2 0.0 -0.16
N -0.34184 -2.24282 -0.96467 0.3 0.7 -0.4 0.03
H -2.45336 -4.81656 0.98985 0.0 0.1 0.0 0.12
H -3.11739 -6.26402 2.70675 0.0 0.0 0.0 0.12
H -3.28010 -6.71658 5.12797 0.0 0.0 0.0 0.11
H -2.43848 -5.04920 6.75781 0.0 0.0 0.0 0.11
H -1.43644 -2.93990 5.94472 0.0 0.0 0.0 0.11
H -2.03131 -5.13955 -0.73089 0.0 0.0 0.0 0.11
H -1.45188 -5.25292 -3.10526 0.0 0.0 0.0 0.12
H -0.09964 -3.39307 -4.10498 0.0 0.0 0.0 0.12
H 0.57168 -1.50991 -2.62490 0.0 0.0 0.0 0.02
N 1.77422 -0.49419 -1.08976 -0.6 1.0 0.5 -0.16
C 3.07260 0.00990 -1.03231 -0.1 -0.4 0.2 -0.41
C 4.08404 -0.67859 -1.71034 0.1 -0.1 0.0 -0.04
C 5.39831 -0.25012 -1.62580 0.0 0.0 0.0 -0.07
C 5.71725 0.89130 -0.89839 0.0 0.0 0.0 -0.07
C 4.71035 1.61115 -0.26270 0.0 0.0 -0.1 -0.07
C 3.39843 1.17733 -0.33295 -0.2 0.0 0.1 -0.08
H 3.82075 -1.55837 -2.28489 0.0 0.0 0.0 0.11
H 6.17632 -0.80051 -2.13812 0.0 0.0 0.0 0.11
H 6.74235 1.23297 -0.84963 0.0 0.0 0.0 0.11
H 4.94833 2.51955 0.27572 0.0 0.0 0.0 0.11
H 2.59468 1.74423 0.12367 0.0 0.0 0.0 0.08
C -2.99962 -1.00500 -3.00509 0.0 -0.1 -0.1 -0.21
Si -2.81617 0.52299 -1.93640 0.1 0.3 -0.2 0.31
C -3.59676 1.96275 -2.85407 -0.1 0.0 0.0 -0.21
C -3.93680 0.24602 -0.45129 0.0 -0.1 0.1 -0.22
Ge -0.50941 1.10175 -1.50494 -0.8 0.1 -0.2 0.60
Si 0.58369 1.30095 -3.66580 0.0 0.0 0.1 0.34
C 1.18785 -0.27891 -4.48451 0.1 -0.1 0.0 -0.22
C 2.08084 2.41851 -3.50043 0.1 0.0 0.1 -0.20
C -0.57600 2.04419 -4.93529 -0.1 0.0 -0.1 -0.21
Si -0.57271 3.43304 -0.85859 0.2 0.0 0.0 0.33
C -1.89821 3.93142 0.37729 -0.1 0.0 0.0 -0.21
C 1.08084 3.97833 -0.15494 0.1 0.0 0.1 -0.22
C -0.88763 4.49534 -2.37202 0.0 0.0 -0.1 -0.21
H -4.01872 -1.04258 -3.40108 0.0 0.0 0.0 0.04
H -2.83594 -1.91782 -2.43129 0.0 -0.1 0.0 0.01
H -2.31073 -1.00221 -3.85187 0.0 0.0 0.0 0.02
H -4.63286 1.72901 -3.11699 0.0 0.0 0.0 0.04
H -3.06588 2.20626 -3.77124 0.0 0.0 -0.1 0.01
H -3.61071 2.85560 -2.22474 0.0 0.0 0.0 0.02
H -4.93060 0.00717 -0.84093 0.0 0.0 0.0 0.04
H -4.04266 1.14053 0.16644 0.0 0.0 0.0 0.02
H -3.62639 -0.58767 0.18556 0.0 0.0 0.0 0.02
H 1.92534 -0.80932 -3.88038 0.0 0.0 -0.1 0.01
H 1.66849 0.00316 -5.42543 0.0 0.0 0.0 0.04
H 0.36876 -0.95852 -4.72895 0.0 0.0 0.0 0.02
H 2.70406 2.15338 -2.64440 0.0 0.0 -0.1 0.01
H 1.79677 3.46614 -3.39621 0.0 0.0 0.0 0.02
H 2.69659 2.32805 -4.39964 0.0 0.0 0.0 0.04
H -1.37724 1.34819 -5.19316 0.0 0.0 0.0 0.03
H -0.00668 2.24418 -5.84805 0.0 0.0 0.0 0.04
H -1.02760 2.98027 -4.61533 0.0 0.0 0.0 0.00
H -1.56763 3.78607 1.40184 0.0 0.1 0.0 0.00
H -2.83966 3.39471 0.23646 0.0 0.0 0.0 0.02
H -2.10376 4.99729 0.24645 0.0 0.0 0.0 0.04
H 1.22956 3.61388 0.86635 0.0 0.0 0.0 0.02
H 1.12632 5.07059 -0.12758 0.0 0.0 0.0 0.04
H 1.91290 3.62642 -0.76750 0.0 0.1 0.0 0.01
H -1.82590 4.25460 -2.87064 0.0 0.0 0.0 0.02
H -0.08583 4.40962 -3.10415 0.0 0.0 0.0 0.01
H -0.93509 5.54024 -2.05246 0.0 0.0 0.0 0.04
```
Forces are in eV/Å.

frontier orbital gap (alpha / beta) = 0.2377 / 0.2380 hartree
energy = -143742.6747 eV
relative energy (zero: lowest compared OMol25 entry of this formula, charge and spin) = 30.0 kcal/mol
total charge = +1